Entry 1:
Computed, not measured: C44H35CrO3P2S2 as an isolated structure, with ωB97M-V/def2-TZVPD.

The geometry in XYZ format:
```
87
Properties=species:S:1:pos:R:3
Cr 0.09 0.16 -0.34
O -0.59 -1.71 2.18
C -1.60 -1.12 2.88
C -1.62 -1.03 4.26
C -2.67 -0.34 4.87
C -3.66 0.24 4.10
C -3.61 0.15 2.71
C -2.58 -0.53 2.08
P -2.34 -0.67 0.27
C -3.68 0.42 -0.35
C -3.35 1.75 -0.57
C -4.32 2.65 -1.00
C -5.62 2.21 -1.22
C -5.95 0.87 -1.01
C -4.98 -0.02 -0.57
C -2.98 -2.35 -0.08
C -3.64 -3.13 0.87
C -4.08 -4.40 0.55
C -3.86 -4.91 -0.72
C -3.20 -4.14 -1.67
C -2.76 -2.87 -1.35
C 0.23 -2.69 2.69
C -0.28 -3.78 3.38
C 0.60 -4.78 3.78
C 1.95 -4.69 3.48
C 2.43 -3.59 2.77
C 1.58 -2.57 2.37
P 2.07 -1.08 1.40
C 3.72 -1.58 0.81
C 4.92 -1.26 1.46
C 6.13 -1.64 0.91
C 6.16 -2.35 -0.28
C 4.98 -2.67 -0.93
C 3.76 -2.28 -0.39
C 2.43 0.10 2.75
C 2.61 1.43 2.37
C 2.84 2.41 3.32
C 2.88 2.07 4.67
C 2.69 0.75 5.06
C 2.47 -0.23 4.10
H -0.82 -1.46 4.85
H -2.69 -0.26 5.94
H -4.47 0.78 4.58
H -4.38 0.63 2.11
H -2.33 2.10 -0.40
H -4.06 3.68 -1.17
H -6.38 2.90 -1.57
H -6.96 0.53 -1.19
H -5.24 -1.06 -0.41
H -3.82 -2.73 1.86
H -4.59 -5.00 1.29
H -4.20 -5.91 -0.97
H -3.01 -4.54 -2.66
H -2.21 -2.29 -2.08
H -1.34 -3.84 3.59
H 0.22 -5.63 4.32
H 2.63 -5.48 3.78
H 3.48 -3.53 2.52
H 4.89 -0.69 2.38
H 7.06 -1.39 1.41
H 7.11 -2.64 -0.72
H 4.99 -3.19 -1.88
H 2.84 -2.50 -0.91
H 2.55 1.71 1.32
H 2.96 3.44 3.01
H 3.05 2.83 5.42
H 2.71 0.48 6.11
H 2.32 -1.26 4.41
S 1.87 1.35 -1.37
C 2.52 0.16 -2.49
C 3.76 0.41 -3.08
C 4.33 -0.48 -3.98
C 3.66 -1.64 -4.32
C 2.43 -1.90 -3.74
C 1.85 -1.02 -2.82
S 0.31 -1.47 -2.07
H 4.28 1.32 -2.81
H 5.30 -0.26 -4.42
H 4.08 -2.35 -5.02
H 1.89 -2.82 -3.98
C -0.72 2.67 3.08
C -0.21 2.54 1.66
O 0.39 3.46 1.12
O -0.46 1.38 1.14
H -0.45 3.64 3.49
H -0.30 1.88 3.70
H -1.81 2.56 3.09
```

orbital gap (spin up / spin down)	0.2125 / 0.2285	Eh
HOMO energy (spin up / spin down)	-3.393 / -3.826	eV
total charge	-1
⟨S²⟩	6.0272
2S+1	5
LUMO (spin up / spin down)	0.088 / 0.088	Ha
E_tot	-121014.0759	eV

Entry 2:
Computed, not measured: C44H35GeN7O10Ru as an isolated structure in a non-equilibrium geometry, with ωB97M-V/def2-TZVPD.

The geometry in XYZ format:
```
98
Properties=species:S:1:pos:R:3
Ru -1.79 0.75 1.65
O 2.55 0.45 0.83
C 1.43 0.69 1.28
O 0.35 0.71 0.61
C 1.24 1.01 2.73
C 2.20 0.86 3.72
C 1.84 1.17 5.03
C 0.59 1.70 5.29
C -0.30 1.84 4.23
N 0.03 1.47 3.01
C -1.67 2.51 4.32
O -1.89 3.20 5.30
O -2.39 2.33 3.29
H 3.18 0.49 3.46
H 2.55 1.03 5.83
H 0.28 2.00 6.28
N -4.09 -1.96 2.07
C -4.50 -1.22 1.06
N -5.40 -1.73 0.21
C -5.84 -0.89 -0.72
N -6.82 -1.32 -1.55
N -5.42 0.38 -0.89
C -4.49 0.77 -0.04
N -4.02 0.04 0.96
C -3.97 2.14 -0.17
C -4.53 3.05 -1.04
C -4.05 4.35 -1.04
C -3.03 4.69 -0.16
C -2.51 3.70 0.66
N -2.97 2.46 0.64
H -4.34 -2.93 2.10
H -3.37 -1.56 2.68
H -7.02 -2.31 -1.55
H -7.01 -0.77 -2.37
H -5.35 2.74 -1.67
H -4.46 5.09 -1.71
H -2.64 5.69 -0.10
H -1.73 3.91 1.38
O -2.53 -1.21 5.58
C -1.91 -1.18 4.53
O -2.28 -0.52 3.49
C -0.65 -2.03 4.41
C -0.37 -2.95 5.41
C 0.74 -3.79 5.35
C 1.56 -3.65 4.25
O 2.71 -4.35 3.94
C 3.17 -3.80 2.71
O 2.24 -2.83 2.26
C 1.28 -2.74 3.25
C 0.19 -1.92 3.29
H -1.06 -3.00 6.25
H 0.95 -4.52 6.11
H 3.26 -4.59 1.97
H 4.15 -3.33 2.86
H -0.05 -1.25 2.49
O -1.76 0.09 -0.81
C -1.36 -1.02 -0.41
O -1.58 -1.43 0.77
C -0.59 -1.94 -1.37
C 0.94 -1.79 -1.31
Ge 1.75 -0.19 -2.24
C 1.00 -0.55 -4.08
C -0.34 -0.32 -4.38
C -0.89 -0.69 -5.60
C -0.10 -1.29 -6.56
C 1.24 -1.52 -6.30
C 1.78 -1.16 -5.07
C 3.68 -0.62 -2.50
C 4.31 -1.62 -1.76
C 5.67 -1.88 -1.93
C 6.41 -1.14 -2.84
C 5.79 -0.15 -3.59
C 4.44 0.11 -3.41
C 1.66 1.79 -2.12
C 0.48 2.48 -2.36
C 0.45 3.86 -2.29
C 1.59 4.58 -1.95
C 2.77 3.90 -1.70
C 2.81 2.51 -1.80
H -0.92 -1.76 -2.39
H -0.86 -2.95 -1.06
H 1.38 -2.61 -1.88
H 1.28 -1.86 -0.28
H -0.98 0.16 -3.64
H -1.95 -0.52 -5.80
H -0.52 -1.58 -7.52
H 1.87 -1.98 -7.05
H 2.82 -1.36 -4.87
H 3.74 -2.17 -1.03
H 6.15 -2.65 -1.34
H 7.47 -1.34 -2.97
H 6.36 0.43 -4.30
H 3.95 0.88 -4.00
H -0.43 1.94 -2.59
H -0.48 4.38 -2.50
H 1.56 5.66 -1.87
H 3.66 4.44 -1.42
H 3.74 1.99 -1.61
```

orbital gap (spin up / spin down)	0.2540 / 0.2710	Eh
HOMO energy (spin up / spin down)	-5.773 / -5.775	eV
total charge	-1
⟨S²⟩	1.1712
2S+1	2
LUMO (spin up / spin down)	0.042 / 0.059	Ha
E_tot	-136203.6573	eV

Entry 3:
Computed, not measured: C44H35IN5O7S4Tl as an isolated structure, with ωB97M-V/def2-TZVPD.

The geometry in XYZ format:
```
97
Properties=species:S:1:pos:R:3
Tl 0.47 -0.16 0.35
C 4.16 1.15 2.18
C 3.67 1.83 0.92
N 3.74 1.11 -0.14
N 3.30 1.71 -1.31
C 3.44 0.99 -2.38
S 4.14 -0.68 -2.47
S 2.96 1.50 -3.94
C -0.52 2.19 -4.13
C -1.35 3.37 -4.49
C -2.74 3.30 -4.45
C -3.52 4.43 -4.71
C -2.91 5.64 -5.01
C -1.53 5.72 -5.06
C -0.76 4.60 -4.80
C 3.15 3.23 1.04
C 3.97 4.15 1.69
C 3.63 5.48 1.87
C 2.39 5.91 1.38
C 1.54 5.02 0.76
C 1.86 3.65 0.59
O 0.96 2.84 0.11
H 4.94 0.43 1.94
H 3.33 0.59 2.63
H 4.52 1.86 2.91
H -1.09 1.27 -4.06
H 0.33 2.06 -4.80
H -3.22 2.36 -4.20
H -4.60 4.35 -4.67
H -3.52 6.52 -5.20
H -1.04 6.66 -5.28
H 0.33 4.66 -4.81
H 4.95 3.81 2.05
H 4.29 6.16 2.38
H 2.10 6.94 1.50
H 0.57 5.34 0.40
C -0.80 -4.43 -0.16
C -2.05 -3.61 -0.23
N -3.19 -4.13 0.15
C -4.30 -3.34 0.15
C -4.28 -2.02 -0.19
C -5.53 -1.22 0.03
O -6.10 -0.82 -1.23
C -3.06 -1.42 -0.60
C -3.06 0.00 -0.91
N -2.06 0.80 -0.79
C -2.32 2.18 -0.90
C -3.49 2.75 -0.38
C -3.71 4.11 -0.41
C -2.75 4.97 -0.93
C -1.58 4.43 -1.43
C -1.37 3.06 -1.43
I 0.49 2.39 -2.19
C -1.90 -2.23 -0.70
O -0.78 -1.86 -1.17
H -1.04 -5.43 0.20
H -0.08 -3.95 0.52
H -0.31 -4.48 -1.13
H -5.22 -3.81 0.48
H -5.30 -0.34 0.63
H -6.24 -1.83 0.59
H -6.84 -0.24 -1.04
H -4.02 0.40 -1.25
H -4.21 2.09 0.09
H -4.63 4.51 0.01
H -2.91 6.04 -0.94
H -0.81 5.08 -1.83
O 5.39 -5.79 -2.68
S 4.05 -5.28 -2.54
O 3.06 -5.69 -3.50
N 4.10 -3.63 -2.43
C 3.73 -3.24 -1.26
S 3.72 -1.62 -0.66
C 3.34 -4.31 -0.29
C 2.90 -4.20 1.01
C 2.58 -5.37 1.68
C 2.72 -6.61 1.07
C 3.17 -6.72 -0.24
C 3.47 -5.55 -0.89
H 2.75 -3.23 1.49
H 2.21 -5.30 2.70
H 2.45 -7.51 1.62
H 3.29 -7.68 -0.72
O -0.47 -0.42 2.98
C 0.26 -1.41 3.22
O 1.19 -1.86 2.49
C 0.01 -2.14 4.52
C -0.13 -3.52 4.54
C -0.34 -4.20 5.74
C -0.38 -3.49 6.94
C -0.23 -2.11 6.93
C -0.05 -1.44 5.72
H -0.08 -4.07 3.60
H -0.46 -5.27 5.74
H -0.53 -4.02 7.87
H -0.26 -1.56 7.86
H 0.05 -0.36 5.70
```

orbital gap	0.2331	Eh
HOMO energy	-2.638	eV
total charge	-2
LUMO	0.136	Ha
E_tot	-124114.9180	eV

Entry 4:
Computed, not measured: C44H36BaBrN7O11S2 as an isolated structure in a non-equilibrium geometry, with ωB97M-V/def2-TZVPD.

The geometry in XYZ format:
```
102
Properties=species:S:1:pos:R:3
Ba -1.09 0.60 0.67
O -3.25 -4.07 -3.17
C -2.73 -3.28 -2.19
C -3.51 -2.78 -1.16
C -2.90 -1.97 -0.22
N -1.60 -1.68 -0.26
C -0.86 -2.14 -1.27
C -1.38 -2.96 -2.25
C 0.59 -1.64 -1.34
O 1.33 -2.18 -2.17
O 0.88 -0.70 -0.54
C -3.74 -1.29 0.88
O -4.90 -1.71 1.03
O -3.18 -0.35 1.49
H -4.20 -4.11 -3.05
H -4.57 -2.98 -1.08
H -0.75 -3.30 -3.06
O -2.98 -0.02 -3.05
C -2.16 0.28 -4.07
C -2.40 -0.31 -5.31
C -1.60 -0.02 -6.40
C -0.53 0.86 -6.27
C -0.28 1.43 -5.03
C -1.07 1.16 -3.92
C -0.79 1.86 -2.58
O -1.47 1.28 -1.55
N 0.66 1.89 -2.34
N 1.05 3.01 -1.70
C 2.17 3.10 -1.08
C 3.26 2.13 -0.94
Br 4.36 2.55 0.58
C 3.55 1.09 -1.73
C 4.69 0.15 -1.63
C 6.01 0.58 -1.47
C 7.04 -0.33 -1.41
C 6.78 -1.69 -1.52
C 5.48 -2.13 -1.70
C 4.43 -1.21 -1.76
H -2.56 0.47 -2.26
H -3.24 -1.00 -5.39
H -1.80 -0.50 -7.36
H 0.11 1.08 -7.12
H 0.56 2.11 -4.91
H -1.02 2.93 -2.69
H 1.01 1.01 -1.93
H 2.32 4.05 -0.57
H 2.86 0.89 -2.54
H 6.22 1.64 -1.39
H 8.06 0.02 -1.29
H 7.59 -2.41 -1.47
H 5.26 -3.19 -1.79
H 3.41 -1.55 -1.91
O 0.25 8.93 4.71
C -0.71 8.15 4.13
O -1.81 8.61 4.00
C -0.29 6.80 3.70
C -1.21 6.01 2.99
C -0.89 4.74 2.56
C 0.38 4.17 2.83
S 0.82 2.58 2.32
C 1.29 4.97 3.54
C 0.96 6.24 3.97
H 1.09 8.46 4.70
H -2.19 6.43 2.78
H -1.62 4.17 2.00
H 2.27 4.56 3.76
H 1.72 6.78 4.53
O -7.54 -1.33 1.89
C -7.77 -0.83 0.60
N -6.78 0.17 0.25
C -6.96 1.04 -0.77
O -8.01 1.12 -1.40
C -5.78 1.91 -1.09
C -5.55 2.27 -2.41
C -4.44 3.05 -2.71
C -3.63 3.46 -1.66
N -3.85 3.15 -0.39
C -4.90 2.38 -0.12
H -6.61 -1.61 1.91
H -8.76 -0.38 0.58
H -7.75 -1.64 -0.14
H -5.85 -0.03 0.58
H -6.22 1.91 -3.18
H -4.20 3.32 -3.73
H -2.75 4.07 -1.86
H -5.05 2.13 0.93
N 2.61 -0.97 1.64
C 1.92 -0.82 2.78
N 0.64 -0.68 2.86
C 0.23 -0.58 4.18
C -1.09 -0.42 4.60
C -1.36 -0.31 5.95
C -0.34 -0.37 6.90
C 0.98 -0.53 6.50
C 1.25 -0.64 5.14
S 2.78 -0.84 4.33
H 2.09 -0.84 0.76
H 3.59 -0.72 1.63
H -1.89 -0.38 3.86
H -2.38 -0.18 6.28
H -0.57 -0.28 7.95
H 1.78 -0.57 7.23
```

orbital gap	0.2290	Eh
HOMO energy	-2.548	eV
total charge	-2
LUMO	0.135	Ha
E_tot	-171581.9148	eV

Entry 5:
Computed, not measured: C44H36Cl2CsN4O2S4 as an isolated structure, with ωB97M-V/def2-TZVPD.

The geometry in XYZ format:
```
93
Properties=species:S:1:pos:R:3
Cs 2.51 0.19 -2.04
O 5.34 0.95 -2.15
C 4.89 1.76 -3.00
O 4.18 1.47 -3.99
C 5.20 3.23 -2.78
C 6.51 3.66 -3.00
C 6.88 4.99 -2.84
C 5.91 5.90 -2.43
C 4.62 5.48 -2.18
C 4.22 4.14 -2.33
S 2.56 3.69 -1.92
H 7.24 2.92 -3.30
H 7.90 5.30 -3.03
H 6.17 6.95 -2.29
H 3.87 6.19 -1.84
N -0.42 -0.81 -2.02
S -1.69 -0.27 -1.57
N -2.46 -0.99 -0.27
S -1.47 -1.56 0.78
N -0.53 -0.63 1.50
S 1.10 -0.30 1.72
N 2.17 -0.79 0.87
C 1.20 -0.89 3.42
C 0.16 -0.79 4.35
C 0.35 -1.30 5.63
C 1.55 -1.90 5.97
C 2.58 -2.00 5.04
C 2.40 -1.49 3.76
C 0.96 1.48 1.88
C 2.04 2.20 1.40
C 2.02 3.59 1.50
C 0.94 4.22 2.11
C -0.14 3.48 2.58
C -0.14 2.10 2.46
C -2.59 -2.18 2.02
C -2.03 -2.96 3.03
C -2.84 -3.40 4.06
C -4.19 -3.04 4.09
C -4.72 -2.25 3.09
C -3.92 -1.81 2.04
C -0.77 -3.09 0.16
C 0.59 -3.35 0.16
C 1.02 -4.58 -0.32
C 0.11 -5.51 -0.78
C -1.25 -5.23 -0.79
C -1.70 -4.01 -0.32
C -3.07 -0.36 -2.73
C -4.06 -1.32 -2.64
C -5.01 -1.41 -3.65
C -4.96 -0.54 -4.73
C -3.96 0.42 -4.81
C -3.01 0.51 -3.81
C -1.83 1.45 -1.07
C -3.06 1.95 -0.63
C -3.16 3.29 -0.30
C -2.05 4.12 -0.40
C -0.83 3.62 -0.82
C -0.72 2.28 -1.16
H -0.78 -0.34 4.07
H -0.45 -1.23 6.35
H 1.69 -2.30 6.97
H 3.52 -2.46 5.31
H 3.17 -1.55 3.00
H 2.87 1.71 0.90
H 2.82 4.16 1.06
H 0.92 5.30 2.18
H -1.00 3.98 3.01
H -1.00 1.52 2.77
H -0.98 -3.22 3.00
H -2.42 -4.01 4.85
H -4.82 -3.38 4.90
H -5.77 -1.97 3.11
H -4.31 -1.19 1.24
H 1.30 -2.59 0.48
H 2.08 -4.78 -0.35
H 0.47 -6.46 -1.16
H -1.96 -5.96 -1.16
H -2.75 -3.77 -0.32
H -4.09 -1.99 -1.79
H -5.79 -2.16 -3.59
H -5.71 -0.61 -5.51
H -3.92 1.10 -5.65
H -2.22 1.25 -3.86
H -3.92 1.30 -0.57
H -4.11 3.69 0.04
H -2.14 5.17 -0.14
H 0.06 4.24 -0.91
H 0.24 1.90 -1.46
Cl 1.37 -5.27 -3.99
C 1.57 -3.52 -3.72
Cl 3.14 -3.13 -3.02
H 0.80 -3.17 -3.04
H 1.50 -3.04 -4.68
```

orbital gap	0.1624	Eh
HOMO energy	-2.883	eV
total charge	-1
LUMO	0.057	Ha
E_tot	-125196.2204	eV

> What is the formula in the third record?

C44H35IN5O7S4Tl